Entry 1:
Below is a 3-piece molecular cluster, C4H13NO2S overall in a non-equilibrium geometry, with properties calculated with wB97M-V/def2-TZVPD.

Results
spin multiplicity = 1
energy above the lowest of the compared OMol25 structures with the same formula, charge and spin = 522.48 kJ/mol

```
21
C4H13NO2S | the Open Molecules 2025 dataset | wB97M-V/def2-TZVPD
C 0.670 -0.597 0.968
N -0.187 0.509 0.535
C -1.194 0.740 1.533
O -1.882 1.934 1.355
C 1.281 -1.297 -0.297
C 0.365 -2.025 -1.284
S -0.693 -0.974 -2.407
H 0.037 -1.383 1.405
H 1.483 -0.174 1.578
H -1.681 0.044 -0.521
H -1.866 -0.167 1.787
H -0.690 0.904 2.513
H -1.937 1.965 0.306
H 1.864 -0.540 -0.859
H 1.956 -1.998 0.102
H 1.005 -2.790 -1.894
H -0.270 -2.728 -0.704
H 0.347 -0.684 -3.182
H 0.445 2.396 0.072
H 0.696 3.586 -0.891
O 0.251 3.282 -0.117
```

Here are the Löwdin charges for atoms 1 to 8, given in e:
1 C -0.24
2 N -0.03
3 C -0.50
4 O -0.09
5 C -0.27
6 C -0.54
7 S 0.66
8 H 0.11


Entry 2:
Below is CH3NOS2 as an isolated structure in a non-equilibrium geometry, with properties calculated with wB97M-V/def2-TZVPD.

Results
spin multiplicity = 1
energy above the lowest of the compared OMol25 structures with the same formula, charge and spin = 485.99 kJ/mol

```
8
CH3NOS2 | the Open Molecules 2025 dataset | wB97M-V/def2-TZVPD
C 0.752 0.575 0.192
N 0.196 -0.264 -0.862
O -1.704 -1.773 0.831
S -0.813 1.472 0.447
S -1.496 -0.268 -0.696
H 0.983 0.213 1.205
H 1.455 1.221 -0.098
H 0.627 -1.177 -1.018
```

Table of Löwdin atomic charges, one value per atom, all in e:
1 C -0.55
2 N -0.46
3 O -0.60
4 S 0.62
5 S 0.79
6 H 0.08
7 H 0.02
8 H 0.09


Entry 3:
Below is the molecule C5H11N, with properties calculated with wB97M-V/def2-TZVPD.

Results
spin multiplicity = 1
energy above the lowest of the compared OMol25 structures with the same formula, charge and spin = 143.25 kJ/mol
SMILES string = CCN1C[C@H]1C

```
17
C5H11N | the Open Molecules 2025 dataset | wB97M-V/def2-TZVPD
C -0.120 -0.734 -1.829
C 1.058 -0.563 -0.865
N 0.723 0.422 0.129
C 1.053 0.306 1.524
C -0.337 0.055 1.025
C -1.473 1.040 0.851
H 0.140 -1.440 -2.622
H -1.009 -1.123 -1.316
H -0.402 0.219 -2.292
H 1.299 -1.539 -0.407
H 1.936 -0.197 -1.405
H 1.646 -0.562 1.827
H 1.312 1.227 2.044
H -0.598 -1.011 1.062
H -2.455 0.599 1.026
H -1.426 1.355 -0.199
H -1.347 1.944 1.449
```

Here are the Löwdin charges for atoms 1 to 8, given in e:
1 C -0.09
2 C -0.27
3 N -0.13
4 C -0.09
5 C -0.35
6 C -0.05
7 H 0.07
8 H 0.07


Entry 4:
Below is C30H37BCdN3O4P as an isolated structure, with properties calculated with wB97M-V/def2-TZVPD.

Results
spin multiplicity = 1
energy above the lowest of the compared OMol25 structures with the same formula, charge and spin = 0.00 kJ/mol
net charge = -2

```
77
C30H37BCdN3O4P | the Open Molecules 2025 dataset | wB97M-V/def2-TZVPD
Cd -0.239 -0.125 0.040
O -0.798 -4.358 1.005
C -0.748 -3.134 0.859
O -0.291 -2.488 -0.123
C -1.233 -2.285 2.048
C -1.987 -2.815 3.086
C -2.439 -1.955 4.075
C -2.130 -0.605 4.017
C -1.369 -0.151 2.949
N -0.939 -0.993 2.022
C -1.014 1.334 2.753
O -1.194 2.070 3.726
O -0.542 1.640 1.624
H -2.206 -3.872 3.080
H -3.052 -2.335 4.886
H -2.464 0.108 4.756
C -1.524 3.160 -1.491
C -0.202 3.020 -2.246
C -0.305 3.666 -3.626
P 0.332 1.242 -2.165
C -0.289 0.381 -3.686
C -0.381 -1.112 -3.363
C 0.500 0.579 -4.978
C 2.132 1.208 -2.195
C 2.891 1.882 -3.151
C 4.274 1.894 -3.167
C 5.054 2.652 -4.204
C 4.911 1.170 -2.151
C 4.215 0.497 -1.180
C 2.784 0.489 -1.134
N 2.097 -0.122 -0.168
C 2.802 -0.831 0.818
C 3.122 -2.180 0.626
C 2.749 -2.853 -0.661
C 3.755 -2.878 1.646
C 4.071 -2.279 2.859
C 4.696 -3.075 3.972
C 3.750 -0.939 3.029
C 3.123 -0.205 2.029
C 2.794 1.246 2.222
H -1.840 4.207 -1.483
H -1.436 2.814 -0.461
H -2.316 2.574 -1.962
H 0.582 3.532 -1.675
H -1.039 3.149 -4.247
H 0.643 3.682 -4.161
H -0.645 4.700 -3.521
H -1.308 0.768 -3.815
H 0.609 -1.517 -3.142
H -0.783 -1.660 -4.219
H -1.016 -1.310 -2.501
H 1.527 0.234 -4.855
H 0.532 1.618 -5.302
H 0.044 -0.008 -5.779
H 2.370 2.424 -3.934
H 4.399 2.993 -5.008
H 5.834 2.034 -4.658
H 5.547 3.537 -3.789
H 5.998 1.140 -2.125
H 4.754 -0.043 -0.412
H 1.664 -2.832 -0.788
H 3.078 -3.894 -0.657
H 3.203 -2.346 -1.515
H 3.983 -3.929 1.493
H 5.430 -3.787 3.589
H 3.945 -3.646 4.523
H 5.201 -2.422 4.686
H 3.985 -0.447 3.969
H 3.125 1.588 3.204
H 1.724 1.439 2.123
H 3.286 1.854 1.458
B -5.258 0.334 -0.638
C -3.681 0.115 -0.599
N -2.536 -0.044 -0.627
H -5.777 -0.731 -0.917
H -5.618 0.726 0.454
H -5.487 1.168 -1.498
```

Here are the Löwdin charges for atoms 1 to 8, given in e:
1 Cd 1.30
2 O -0.01
3 C -0.65
4 O -0.15
5 C -0.18
6 C -0.01
7 C -0.06
8 C -0.01


Entry 5:
Below is a 6-piece molecular cluster, C25H63B2BrN3O14Si overall in a non-equilibrium geometry, with properties calculated with wB97M-V/def2-TZVPD.

Results
spin multiplicity = 1
net charge = +1

```
109
C25H63B2BrN3O14Si | the Open Molecules 2025 dataset | wB97M-V/def2-TZVPD
C 4.050 0.745 1.249
C 4.296 -0.164 -0.105
C 4.401 -1.737 0.428
O 5.590 -2.315 0.679
O 3.084 -2.428 0.593
C 3.023 -3.430 -0.504
C 1.740 -3.270 -1.503
C 0.365 -3.988 -1.078
Br -1.000 -3.466 -2.507
N -0.149 -3.248 0.175
C -0.397 -4.188 1.324
N -1.575 -3.981 2.054
C -2.498 -2.832 1.626
C -3.753 -2.569 2.648
O -5.066 -2.434 1.993
Si -5.172 -0.976 1.010
C -5.044 -1.387 -0.907
C -3.818 0.343 1.387
C -6.892 -0.048 1.192
N 0.612 -5.266 1.647
C 0.805 -6.242 0.480
O -0.119 -7.383 0.795
O 2.147 -6.806 0.473
B 2.499 -7.516 1.711
O 2.302 -8.951 2.004
O 3.129 -6.679 2.794
C 0.286 -5.610 -0.975
C 0.657 -6.481 -2.290
B 2.162 -6.504 -2.869
O 2.457 -5.756 -4.141
O 3.346 -7.226 -2.292
H 3.007 0.375 1.696
H 3.914 1.880 1.011
H 4.859 0.527 2.073
H 3.289 -0.107 -0.732
H 5.224 0.173 -0.744
H 3.987 -3.210 -1.174
H 3.192 -4.493 -0.053
H 1.519 -2.096 -1.549
H 2.142 -3.519 -2.600
H 0.476 -2.450 0.419
H -1.812 -4.590 2.894
H -1.901 -1.806 1.552
H -2.849 -3.107 0.521
H -3.514 -1.633 3.349
H -3.862 -3.484 3.404
H -5.543 -2.413 -1.173
H -5.648 -0.553 -1.502
H -3.939 -1.324 -1.304
H -2.845 0.041 0.765
H -4.136 1.418 1.048
H -3.596 0.406 2.553
H -6.907 0.828 0.390
H -7.024 0.438 2.259
H -7.780 -0.766 0.913
H 0.189 -5.770 2.484
H -0.494 -7.770 -0.049
H 3.174 -9.398 1.796
H 3.297 -5.757 2.385
H -0.900 -5.798 -0.881
H 0.343 -7.609 -2.056
H -0.069 -6.163 -3.183
H 1.607 -5.382 -4.515
H 3.908 -6.598 -1.742
C 0.591 3.076 -0.594
C -0.078 2.287 0.512
O 0.904 1.660 1.324
H 1.212 2.420 -1.213
H -0.153 3.562 -1.232
H 1.253 3.842 -0.178
H -0.721 1.508 0.092
H -0.692 2.938 1.143
H 1.465 2.361 1.699
C 9.355 -1.245 -1.932
C 7.974 -0.706 -1.625
O 7.490 0.046 -2.728
H 10.049 -0.425 -2.149
H 9.745 -1.823 -1.090
H 9.333 -1.886 -2.820
H 8.005 -0.048 -0.751
H 7.272 -1.520 -1.420
H 7.458 -0.549 -3.497
C -7.322 4.874 3.174
C -7.287 3.487 3.782
O -6.387 2.662 3.057
H -7.633 4.827 2.125
H -8.015 5.522 3.719
H -6.326 5.330 3.190
H -8.279 3.027 3.743
H -6.964 3.525 4.827
H -5.508 3.075 3.104
C -1.408 7.210 -1.825
C -2.077 6.421 -0.718
O -1.095 5.794 0.093
H -0.786 6.554 -2.443
H -2.152 7.695 -2.462
H -0.746 7.976 -1.408
H -2.720 5.642 -1.139
H -2.690 7.071 -0.088
H -0.534 6.495 0.468
C 0.744 10.977 -3.107
C 0.086 11.266 -1.774
O 0.341 10.204 -0.867
H 0.365 10.039 -3.527
H 0.553 11.784 -3.820
H 1.826 10.859 -2.989
H -0.997 11.362 -1.894
H 0.469 12.196 -1.342
H 1.305 10.133 -0.761
```

Here are the Löwdin charges for atoms 1 to 8, given in e:
1 C -0.12
2 C -0.11
3 C -0.25
4 O 0.00
5 O -0.14
6 C -0.15
7 C -0.15
8 C -0.65


Entry 6:
Below is the molecule C8H9Cl2NO in a non-equilibrium geometry, with properties calculated with wB97M-V/def2-TZVPD.

Results
spin multiplicity = 1
energy above the lowest of the compared OMol25 structures with the same formula, charge and spin = 319.59 kJ/mol
SMILES string = CO[C@@H](c1ccccc1)N(Cl)Cl

```
21
C8H9Cl2NO | the Open Molecules 2025 dataset | wB97M-V/def2-TZVPD
C -0.516 -0.117 2.920
C -0.980 -1.024 1.984
C 0.302 0.928 2.522
C -0.618 -0.896 0.654
C 0.662 1.064 1.194
C 0.205 0.148 0.255
C -1.268 0.238 -2.500
C 0.654 0.257 -1.171
N 2.125 -0.349 -1.181
O -0.106 -0.445 -2.096
Cl 2.801 -0.121 -2.757
Cl 2.036 -2.037 -0.807
H -0.787 -0.222 3.959
H -1.615 -1.842 2.290
H 0.666 1.643 3.246
H -0.966 -1.609 -0.080
H 1.307 1.871 0.881
H -1.899 0.490 -1.640
H -1.803 -0.437 -3.162
H -1.017 1.160 -3.038
H 0.817 1.303 -1.473
```

Here are the Löwdin charges for atoms 1 to 8, given in e:
1 C -0.08
2 C -0.07
3 C -0.08
4 C -0.06
5 C -0.03
6 C -0.23
7 C -0.08
8 C -0.44


no.,total energy (eV)
1,-20773.8048
2,-26287.9320
3,-6852.0439
4,-58905.9300
5,-139345.9942
6,-37021.9944